[1]
73
Properties=species:S:1:pos:R:3 method="wB97M-V/def2-TZVPD" homo_lumo_gap_ha=0.214 charge=+2 homo_ev=-14.388 e_lumo_ha=-0.3149
H -2.789 -3.551 -1.517
C -0.819 -1.896 -1.256
C -1.726 -5.424 -1.494
F -5.573 -0.193 -3.665
S -4.071 1.137 -1.942
C 2.257 4.628 -0.261
F -1.086 4.520 -2.664
C 0.497 -0.471 1.541
H -3.157 1.742 2.780
Re -0.981 -0.054 -1.218
C -2.683 -0.228 3.528
H 2.648 5.202 -1.091
H -2.686 -1.435 1.000
H 1.641 -5.753 -1.133
F 0.468 3.106 -3.176
H 6.686 0.877 0.940
S -1.679 2.026 -2.398
H 1.308 1.041 -1.784
C -2.826 0.779 2.390
H 1.858 6.351 0.951
C -1.835 -4.055 -1.429
C 3.636 -1.481 0.873
H -1.032 -1.654 3.559
C -0.667 -3.268 -1.258
O -1.307 0.764 -3.074
H 5.038 -3.064 1.209
H -2.112 0.232 4.336
H -2.616 -6.023 -1.624
F -3.751 0.599 -4.505
F -3.683 -1.131 -3.207
N -3.181 2.357 -2.468
C 6.005 -1.153 1.074
C 1.287 3.148 1.876
H -2.581 -2.386 3.234
C 5.832 0.214 0.912
C 0.595 -3.898 -1.149
C 3.443 -0.102 0.714
H 6.999 -1.561 1.201
C -1.731 -1.466 1.524
C -0.824 3.403 -3.295
O -3.192 0.329 -1.064
C 1.043 0.123 -1.244
O -5.330 1.488 -1.426
H 1.476 -3.279 -1.031
H 1.027 5.027 2.867
O -1.057 2.058 -1.080
H -0.401 -7.110 -1.446
H 4.435 1.808 0.623
H -0.766 1.351 2.436
C 1.346 4.530 1.961
C 1.821 5.272 0.889
H 0.548 -0.358 2.626
H 1.730 -0.673 -1.526
C -1.483 0.987 1.701
C 0.678 -5.268 -1.216
H -3.577 0.459 1.666
H 2.785 -2.154 0.861
C 1.706 2.485 0.718
H 0.776 -1.501 1.305
C -0.477 -6.032 -1.388
N -0.911 -0.282 1.084
C 4.903 -2.001 1.065
C -4.305 0.025 -3.452
Si 1.739 0.629 0.596
H -3.665 -0.467 3.933
H -1.579 1.759 0.951
F -1.161 3.461 -4.552
H -1.212 -2.369 1.207
H 2.555 2.759 -1.248
C -1.973 -1.504 3.029
C 2.197 3.248 -0.348
H 0.953 2.585 2.740
C 4.563 0.737 0.731



[2]
11
Properties=species:S:1:pos:R:3 method="wB97M-V/def2-TZVPD" homo_lumo_gap_ha=0.304 charge=-1 e_above_lowest_kcal_mol=60.8 homo_ev=-4.482 e_lumo_ha=0.1393
H 2.234 0.947 1.824
H 1.265 0.291 -0.202
H -0.684 1.339 -2.079
P -1.044 -1.021 -0.608
N -0.376 -0.161 0.705
O -0.228 -2.177 -0.987
C 0.891 0.215 0.805
O 0.199 0.920 -2.172
N 1.343 0.515 1.946
H -1.108 -0.012 1.424
O -2.493 -0.856 -0.656



[3]
20
Properties=species:S:1:pos:R:3 method="wB97M-V/def2-TZVPD" homo_lumo_gap_ha=0.454 charge=+1 e_above_lowest_kcal_mol=0.0 homo_ev=-15.121 e_lumo_ha=-0.1021
H -2.338 -0.840 1.714
O 2.201 -1.263 0.052
H -1.384 1.476 -1.692
H 3.220 1.257 -1.002
H 2.560 1.909 0.499
H -0.237 -2.387 -0.608
H -2.811 0.933 -0.780
C -1.303 -0.498 1.702
P -0.814 -0.131 -0.001
H 3.882 0.698 0.530
C -0.877 -1.613 -1.036
C 2.968 1.017 0.032
H -1.686 2.106 -0.057
H -1.899 -1.980 -1.100
C -1.767 1.230 -0.701
H -1.205 0.396 2.318
H -0.516 -1.372 -2.038
H -0.666 -1.287 2.105
O 0.676 0.448 0.020
C 1.995 -0.098 0.043



[4]
45
Properties=species:S:1:pos:R:3 method="wB97M-V/def2-TZVPD" homo_lumo_gap_ha="0.249 / 0.211" charge=+1 e_above_lowest_kcal_mol=23.5 homo_ev="-10.754 / -10.765" spin_multiplicity=2 e_lumo_ha="-0.1460 / -0.1843"
Rh -0.777 -0.587 1.013
C -2.425 -3.311 0.294
N 1.291 -0.711 -2.948
H 2.053 4.054 3.692
C 2.166 1.035 1.380
C 2.621 -0.657 -3.520
Sb -1.145 -0.690 4.267
C 0.228 -1.152 -3.831
H -0.709 -1.147 -3.279
H 3.051 1.539 0.978
H 0.430 -2.160 -4.194
H -3.042 -0.285 -0.761
C 2.333 3.601 2.742
H 3.164 0.229 -3.188
C -4.412 -3.369 -1.029
H -5.234 -3.903 -1.479
O -0.119 -0.613 -1.203
H -0.822 3.673 1.600
H 2.389 0.649 2.382
S 0.410 1.001 4.589
C 2.185 -0.042 -0.767
H 3.198 -1.550 -3.257
H 0.294 5.052 1.766
H -4.980 -1.434 -1.798
H 2.482 0.972 -1.071
C -3.191 -1.356 -0.641
N -2.291 -2.004 0.093
H 0.152 -0.481 -4.686
O 1.806 -0.083 0.593
H 3.036 -0.726 -0.904
C 0.013 4.077 2.169
C 0.974 1.991 1.476
H -1.671 -3.793 0.904
H 2.997 2.772 2.952
H -3.555 -5.090 -0.056
H 2.861 4.345 2.142
H 2.532 -0.620 -4.605
H -0.282 4.189 3.215
N 1.133 3.163 2.073
C 1.021 -0.486 -1.660
S 0.173 -1.982 2.619
C -4.270 -2.002 -1.220
O -0.104 1.635 0.978
S -2.482 0.289 2.426
C -3.477 -4.032 -0.250



[5]
34
Properties=species:S:1:pos:R:3 method="wB97M-V/def2-TZVPD" homo_lumo_gap_ha=0.306 charge=0 e_above_lowest_kcal_mol=163.1 homo_ev=-7.755 e_lumo_ha=0.0215
H -3.052 -1.600 -1.371
H 1.216 -0.866 -1.917
N 3.019 -0.756 0.209
H 2.265 0.143 1.820
O 2.873 -1.841 0.738
C -1.392 1.569 -0.116
H 4.083 1.831 0.785
C -2.111 0.435 0.672
C 3.065 1.799 0.522
H 1.672 0.822 -1.906
C -1.775 -0.931 0.054
H 3.090 2.190 -0.497
H 2.659 2.453 1.533
C 2.476 0.373 0.807
H -1.710 2.603 0.082
H -3.191 0.652 0.613
H -1.807 0.387 1.678
H 0.699 2.211 -0.503
C -0.210 -1.003 0.167
C -2.133 -1.078 -1.442
H 0.510 1.681 1.050
N 1.048 0.062 -1.545
H -2.126 -1.975 1.998
C -2.413 -2.040 0.872
H -1.517 1.418 -1.214
H 0.080 -1.769 -0.544
C 0.492 0.191 -0.337
H -3.530 -1.889 0.908
C 0.118 1.505 0.053
H -2.279 -0.051 -1.907
H 0.099 -1.188 1.232
H -1.449 -1.673 -1.987
O 3.582 -0.663 -0.892
H -2.353 -3.003 0.386



[6]
65
Properties=species:S:1:pos:R:3 method="wB97M-V/def2-TZVPD" homo_lumo_gap_ha=0.197 charge=-1 homo_ev=-3.556 e_lumo_ha=0.0665
H -3.495 4.306 3.257
C 5.389 0.099 -0.223
H -4.988 5.716 0.359
H 4.896 -2.742 -3.560
Si 3.966 -1.153 -0.334
C -1.905 0.384 0.498
C 4.825 -3.700 -3.040
H -3.491 5.258 1.181
H -6.285 4.197 -0.946
C -4.358 1.521 -1.745
Si 5.464 -3.575 -1.256
H 1.921 -1.393 1.085
H -1.847 -4.059 0.439
C -1.214 -0.389 3.114
H -4.523 5.642 3.859
H -2.235 0.142 -1.493
H -1.282 1.730 3.540
H 4.688 -5.858 -0.622
H -4.925 3.932 4.179
N 4.444 -2.753 -0.213
H -4.363 0.673 -2.416
H 2.473 0.292 1.060
H -6.762 3.024 -2.955
H 2.209 -1.498 -2.074
C -1.751 -0.978 0.808
N -1.327 -3.427 -0.157
C -3.313 1.731 -0.853
O -6.445 2.166 -2.662
C 2.986 -0.748 -1.910
H 7.242 -1.920 -1.907
H -1.287 -2.375 2.363
H 5.405 -4.429 -3.620
H 2.500 0.234 -1.836
C -5.414 2.410 -1.782
H 3.315 -0.905 2.065
C -4.481 4.923 0.899
H 7.905 -3.553 -1.861
Br -6.940 5.597 2.276
C -4.413 3.743 -0.038
C -5.447 3.514 -0.939
C -1.727 1.327 1.511
O -2.862 -1.967 -1.312
H -3.640 -1.454 -1.072
C -1.394 0.951 2.802
H -5.629 3.521 2.049
H 3.781 -4.019 -3.045
C 5.659 -5.360 -0.647
S -1.947 3.037 1.079
H 5.012 1.119 -0.073
B -1.989 -2.128 -0.249
H 5.989 0.106 -1.136
H 6.323 -5.939 -1.301
H 7.611 -2.678 -0.349
C 2.806 -0.752 1.110
H 6.080 -5.371 0.361
H 6.041 -0.146 0.617
C -3.346 2.848 -0.009
H -0.376 -3.354 0.186
C 7.221 -2.861 -1.352
C -5.293 4.544 2.157
N -2.222 0.860 -0.784
C -4.509 4.633 3.463
C -1.400 -1.331 2.115
H 3.633 -0.725 -2.790
H -0.962 -0.640 4.131



[7]
38
Properties=species:S:1:pos:R:3 method="wB97M-V/def2-TZVPD" homo_lumo_gap_ha=0.292 charge=0 e_above_lowest_kcal_mol=14.5 homo_ev=-8.242 e_lumo_ha=-0.0107
C 2.707 1.198 -0.689
H 1.426 -0.298 -0.147
C -3.394 0.100 -1.010
O -4.446 0.768 -1.543
O 0.902 -1.755 0.542
C 2.935 2.483 -1.172
N -1.034 -0.528 0.588
C 4.242 2.909 -1.312
H -0.282 -4.835 3.966
C -0.971 0.397 -0.471
H 2.118 3.132 -1.436
O -0.038 -3.378 2.533
C 0.243 1.219 -0.816
H 5.914 0.199 -0.256
H -6.473 0.423 -1.708
C -5.542 0.030 -1.349
C 5.085 0.840 -0.513
H -2.769 -1.592 2.666
C 5.328 2.116 -0.993
H -2.687 -3.630 4.402
C -0.778 -2.344 2.082
H 3.606 -0.614 0.015
C -1.930 -3.362 3.694
C -3.844 -1.095 -0.480
O 0.090 2.299 -1.356
C -1.967 -2.294 2.776
C -0.208 -1.528 1.000
C -0.729 -3.982 3.494
H -5.912 -1.914 -0.426
C -2.105 0.711 -1.133
N 1.434 0.668 -0.496
C -5.236 -1.132 -0.703
H -1.958 -0.543 1.002
F 4.464 4.157 -1.779
C 3.792 0.382 -0.360
H 6.330 2.494 -1.120
H -2.047 1.530 -1.837
H -3.259 -1.880 -0.045



[8]
59
Properties=species:S:1:pos:R:3 method="wB97M-V/def2-TZVPD" homo_lumo_gap_ha="0.207 / 0.207" charge=0 e_above_lowest_kcal_mol=87.6 homo_ev="-7.003 / -7.003" e_lumo_ha="-0.0500 / -0.0500"
C -2.106 -3.979 0.339
C -1.768 0.011 4.460
N -0.390 -2.251 0.443
H 1.025 -5.287 0.352
C 4.452 -0.037 0.059
N -0.381 0.230 2.530
C -1.695 -2.625 0.347
H 1.717 -0.638 -1.607
H 1.612 5.322 -1.402
C -4.445 -3.182 0.274
O 0.316 0.316 -4.520
C 1.083 4.850 -2.215
H 5.527 -0.092 -0.008
C -1.588 0.238 3.117
As -0.372 0.941 -3.200
Cl -4.083 -5.829 0.337
H -2.426 0.330 -3.925
C 3.835 -0.020 1.322
O -0.158 2.113 -0.095
H 4.073 0.008 -2.056
H -0.749 3.003 -5.068
H 1.500 -0.206 5.269
C 0.602 -0.122 4.676
C 0.046 2.856 -3.108
S 1.089 2.532 -0.697
H 4.438 -0.029 2.217
C 2.438 0.003 1.431
O 1.818 1.377 -1.526
C -3.504 -4.218 0.310
C 0.116 4.874 -4.412
C -4.015 -1.881 0.255
O -0.389 -0.157 -1.966
C -0.643 -0.158 5.268
C 0.560 -3.224 0.417
C 3.686 0.004 -1.053
C 0.718 3.520 -2.107
H -0.116 5.398 -5.328
Rh -0.297 -0.125 0.312
O -2.104 1.174 -3.599
H 1.589 -2.891 0.441
H 2.701 -0.069 3.415
C 0.705 0.035 3.287
I -5.315 -0.247 0.243
H -2.761 -0.008 4.873
N 1.633 -0.023 0.368
H -2.426 0.444 2.465
O 2.031 3.119 0.208
H -0.740 -0.299 6.333
C -0.245 3.544 -4.276
C -2.629 -1.560 0.273
H -1.363 -6.007 0.352
N 1.960 -0.011 2.728
C 0.772 5.532 -3.380
O -2.214 -0.338 0.259
C 0.238 -4.551 0.373
H 1.042 6.569 -3.485
C 2.209 0.101 -0.941
H -5.497 -3.421 0.261
C -1.109 -4.962 0.362



[9]
94
Properties=species:S:1:pos:R:3 method="wB97M-V/def2-TZVPD" homo_lumo_gap_ha="0.228 / 0.238" charge=0 e_above_lowest_kcal_mol=9.2 homo_ev="-5.669 / -7.728" spin_multiplicity=5 e_lumo_ha="0.0201 / -0.0455"
H 1.796 5.413 -0.845
C -1.438 -0.023 1.809
C -0.949 -3.605 -1.819
C -0.778 5.154 -1.700
Si -1.501 2.874 1.695
H -3.748 3.698 1.957
H -2.878 1.348 -0.988
H 0.231 0.402 5.466
H 1.775 3.485 -2.511
H -3.140 -4.126 0.217
H -0.403 -2.235 3.776
H 1.037 3.016 1.488
C 2.502 4.569 -0.790
C 1.547 1.216 3.207
C 1.058 0.043 -6.748
H -2.580 5.093 1.790
H -0.059 0.040 -6.759
H 2.057 1.015 2.215
C 2.500 -4.559 -0.890
C -2.430 -0.754 -0.204
C 3.038 2.192 -1.350
H -0.720 5.585 -0.692
C 3.042 -2.172 -1.397
H -2.101 -2.441 4.010
H 2.778 4.415 0.261
C 1.996 3.292 -1.435
H 0.288 -4.518 0.806
H 2.720 1.301 -1.913
C -1.037 3.136 -3.170
H -0.112 3.320 -3.727
H -2.100 2.363 4.067
H -0.963 3.787 4.003
H 3.408 -4.870 -1.430
H 1.084 2.197 3.178
C 1.997 -3.266 -1.506
C 0.169 3.371 0.881
C -2.869 -4.115 1.292
H -0.705 -5.578 -0.825
C -1.918 -1.227 1.046
H -1.887 3.371 -1.211
H -1.246 -1.979 -3.245
P 0.348 -2.633 -0.844
H -1.660 -5.567 -2.304
H 1.052 -2.247 3.103
H 2.119 -1.000 2.242
H 3.245 -1.907 -0.348
H 1.607 1.012 -6.651
H -2.577 -5.140 1.641
H 1.613 -0.922 -6.663
H 0.091 5.495 -2.278
Pd -0.217 -0.005 -0.855
O 0.015 -0.016 1.728
H 1.792 -5.400 -0.961
C -1.045 -3.064 -3.234
H 2.778 -4.428 0.164
H -1.862 -3.577 -3.761
H -1.316 0.569 4.671
H 0.287 4.496 0.903
H -0.412 2.131 3.841
H -0.720 -1.027 4.992
H 2.726 -1.267 -1.938
C -2.439 0.758 -0.186
H -3.743 -3.758 1.894
C -1.213 2.806 3.564
C -1.932 1.207 1.083
H 1.776 -3.435 -2.586
C -0.771 -5.120 -1.820
C -0.385 -0.006 4.597
H -3.116 4.145 0.309
H 3.241 1.903 -0.308
Cl 0.570 0.031 -3.016
H -1.884 -3.356 -1.278
H -0.120 -3.226 -3.798
H -1.666 5.611 -2.176
C -0.950 3.639 -1.741
H 2.302 1.008 4.029
H 3.412 4.889 -1.322
C 0.556 -0.041 3.255
H 1.036 -3.050 1.424
H 3.985 -2.522 -1.834
H 0.095 -5.440 -2.414
H -1.812 -0.039 2.803
C 0.170 -3.393 0.809
H 2.241 -1.105 4.085
C 1.522 -1.218 3.218
H -1.230 2.050 -3.211
P 0.346 2.646 -0.788
C -2.865 4.086 1.388
H 3.982 2.551 -1.780
H -1.856 3.658 -3.686
C -1.219 -2.887 3.500
H -0.979 -3.881 3.915
H -2.878 -1.326 -1.016
Si -1.501 -2.914 1.630